Version w
# C2H6O2

A cluster of 2 separate species, C2H6O2 in total (ωB97M-V/def2-TZVPD, the Open Molecules 2025 dataset).

Summary:
Frontier orbital gap = 0.4329 Ha
Spin multiplicity = 1
SMILES = O=CO.C
Total charge = 0

Each line ends with the Löwdin charge.
Positions of all 10 atoms, in Å:
C 2.98095 -3.31088 0.80833  -0.051
H 2.80754 -4.16455 0.15677  0.014
H 3.63096 -2.56230 0.35810  0.014
H 3.46818 -3.74753 1.67882  0.014
H 2.05491 -2.78883 1.03595  0.009
O -1.33411 1.13889 -1.47260  0.063
C -1.01650 1.02523 -0.32310  -0.402
O -1.34558 1.87644 0.65701  0.075
H -0.42895 0.15313 -0.01480  0.137
H -1.97269 2.49900 0.23983  0.127

Version x
# C2H6O2

An isolated molecule of C2H6O2 (ωB97M-V/def2-TZVPD, the Open Molecules 2025 dataset).

Summary:
Frontier orbital gap = 0.3796 Ha
Spin multiplicity = 1
SMILES = OCCO
Total charge = 0

Each line ends with the Löwdin charge.
Positions of all 10 atoms, in Å:
C 0.61503 0.27417 0.44548  -0.198
C -0.40197 -0.82550 0.08947  -0.238
H 0.08743 2.00557 0.35134  0.109
H 1.64412 -0.28346 0.24828  0.152
H 0.62105 0.38699 1.45712  0.068
H -1.42667 -0.56419 0.30816  0.098
H -0.17746 -1.97101 0.36230  0.163
H -0.61572 0.20614 -1.52223  0.046
O 0.41104 1.48274 -0.43303  -0.086
O -0.75685 -0.71145 -1.30690  -0.115

Of them, the most stable is version w and the least stable is version x.

Version w
# C22H66O22

A cluster of 11 separate species, C22H66O22 in total (ωB97M-V/def2-TZVPD, the Open Molecules 2025 dataset).

Summary:
Frontier orbital gap = 0.3650 Ha
Spin multiplicity = 1
SMILES = OCCO.OCCO.OCCO.OCCO.OCCO.OCCO.OCCO.OCCO.OCCO.OCCO.OCCO
Total charge = 0

Each line ends with the Löwdin charge.
Positions of all 110 atoms, in Å:
C -19.99827 27.52090 -0.63673  -0.267
C -18.70503 27.26127 0.15406  -0.212
O -18.47762 25.86215 0.38643  -0.081
O -21.18580 27.43406 0.11753  -0.066
H -20.08990 26.80387 -1.45256  0.096
H -19.90451 28.51695 -1.06940  0.112
H -18.69031 27.74630 1.13009  0.118
H -17.93380 27.72346 -0.46213  0.112
H -19.19635 25.53166 0.93030  0.080
H -21.97277 27.65201 -0.38722  0.026
C -19.82209 22.39104 -7.15368  -0.218
C -18.92912 23.47616 -7.81372  -0.241
O -19.11908 24.81741 -7.50803  -0.059
O -19.81733 22.52639 -5.76546  -0.061
H -19.47532 21.38346 -7.38309  0.120
H -20.83595 22.27556 -7.53689  0.124
H -18.94688 23.36471 -8.89786  0.115
H -17.85639 23.31415 -7.70834  0.119
H -18.57097 25.40348 -8.03500  0.100
H -18.92443 22.24333 -5.55522  0.100
C -17.19388 23.34535 -2.15109  -0.201
C -15.75468 23.56493 -1.43318  -0.161
O -15.45352 22.29127 -0.76250  -0.086
O -16.96300 22.23753 -2.99461  -0.077
H -17.56590 24.15432 -2.77980  0.094
H -17.96233 23.27470 -1.38129  0.085
H -15.93734 24.46818 -0.85106  0.102
H -15.01232 23.80614 -2.19399  0.109
H -14.69072 22.34498 -0.18212  0.084
H -16.37835 21.62417 -2.54341  0.062
C -27.73527 21.70138 -3.51200  -0.235
C -26.25553 21.54632 -3.46059  -0.255
O -25.58295 22.77839 -3.19583  -0.074
O -28.19713 22.15435 -4.79531  -0.068
H -28.03600 22.41609 -2.74594  0.122
H -28.21536 20.72373 -3.46950  0.124
H -25.93108 20.98051 -4.33390  0.115
H -25.90620 20.85772 -2.69124  0.113
H -24.77913 22.60256 -2.70130  0.038
H -27.93784 23.07863 -4.78595  0.075
C -22.76401 19.72205 -3.67600  -0.201
C -21.33580 19.97109 -4.19629  -0.151
O -20.31072 19.70409 -3.10507  -0.100
O -23.08621 20.74945 -2.72239  -0.095
H -22.86242 18.75704 -3.17883  0.116
H -23.43855 19.76121 -4.53131  0.115
H -21.30011 21.05279 -4.32570  0.082
H -21.02741 19.40444 -5.07487  0.116
H -20.22729 20.47470 -2.53867  0.027
H -22.57900 20.73197 -1.90750  0.049
C -23.43582 27.76349 -2.60454  -0.241
C -22.26717 28.07078 -3.53603  -0.204
O -22.37879 29.33945 -4.20588  -0.068
O -23.39000 28.27675 -1.33195  -0.085
H -23.55767 26.72555 -2.29481  0.118
H -24.34880 28.18049 -3.02961  0.123
H -21.99658 27.33890 -4.29710  0.117
H -21.36370 28.04941 -2.92661  0.088
H -22.67479 30.00382 -3.57930  0.080
H -24.00641 27.85965 -0.72560  0.077
C -18.54042 27.33810 -5.34758  -0.245
C -18.21513 26.21664 -4.42688  -0.177
O -19.11072 25.05972 -4.57339  -0.110
O -17.60904 28.39538 -5.08478  -0.062
H -19.58957 27.63258 -5.32177  0.123
H -18.30913 27.17907 -6.40082  0.108
H -18.25699 26.63321 -3.42050  0.124
H -17.26173 25.81228 -4.76693  0.128
H -19.17384 24.65813 -5.44307  0.044
H -18.03844 29.13292 -4.64518  0.084
C -24.20689 18.81642 2.47106  -0.264
C -23.44249 19.19609 1.22089  -0.283
O -22.65339 20.31794 1.42999  -0.048
O -23.53431 17.96200 3.32477  -0.050
H -25.07305 18.24408 2.13897  0.113
H -24.54715 19.75867 2.90059  0.130
H -24.12969 19.47849 0.42332  0.111
H -22.96657 18.35674 0.71386  0.117
H -22.26786 20.55233 0.58262  0.042
H -23.15737 17.21287 2.85754  0.088
C -21.02992 23.21017 -1.07802  -0.124
C -21.48708 23.47667 -2.53527  -0.217
O -21.30013 24.82442 -2.93588  -0.069
O -21.21558 21.77746 -0.75719  -0.115
H -21.71624 23.80771 -0.47801  0.116
H -19.96686 23.42905 -0.97756  0.098
H -22.51337 23.11337 -2.58845  0.094
H -20.96374 22.90863 -3.30440  0.102
H -20.59417 24.86652 -3.58508  0.027
H -20.32614 21.49640 -0.53025  0.021
C -17.43445 18.97246 1.10356  -0.226
C -18.82368 19.38053 0.51310  -0.235
O -18.94316 20.53355 -0.22715  -0.067
O -17.36789 17.82534 1.93982  -0.061
H -17.14919 19.80447 1.74737  0.115
H -16.66339 18.86620 0.34049  0.120
H -19.32278 19.79419 1.38939  0.130
H -19.27252 18.51894 0.01883  0.131
H -18.23951 20.44889 -0.87469  0.101
H -17.92383 17.78937 2.72163  0.089
C -25.25119 24.36853 -0.19422  -0.250
C -26.22515 25.34990 -0.86103  -0.205
O -25.93829 26.71882 -0.52958  -0.085
O -25.63645 23.95771 1.08329  -0.030
H -24.28338 24.86748 -0.24424  0.116
H -25.12680 23.54326 -0.89534  0.094
H -27.18577 25.18072 -0.37451  0.120
H -26.25734 25.24397 -1.94539  0.112
H -26.67229 27.21487 -0.89941  0.088
H -24.98828 24.22547 1.73887  0.094

Version x
# C22H66O22

A cluster of 11 separate species, C22H66O22 in total (ωB97M-V/def2-TZVPD, the Open Molecules 2025 dataset).

Summary:
Frontier orbital gap = 0.3671 Ha
Spin multiplicity = 1
SMILES = OCCO.OCCO.OCCO.OCCO.OCCO.OCCO.OCCO.OCCO.OCCO.OCCO.OCCO
Total charge = 0

Each line ends with the Löwdin charge.
Positions of all 110 atoms, in Å:
C 7.76321 9.14957 13.62797  -0.274
C 8.90592 8.29492 13.19990  -0.217
O 8.49777 6.88658 13.36533  -0.085
O 7.45204 8.84464 14.94374  -0.054
H 6.83482 9.05109 13.04918  0.129
H 8.13900 10.18890 13.56547  0.128
H 9.83445 8.47284 13.75377  0.100
H 9.21967 8.54487 12.15659  0.115
H 9.17601 6.33153 13.77932  0.022
H 7.57112 7.90153 15.05807  0.073
C 18.06301 13.83985 11.23289  -0.224
C 16.68183 13.39451 11.69888  -0.215
O 16.39170 12.09104 11.11955  -0.097
O 19.05655 12.93374 11.76513  -0.070
H 18.24054 14.88219 11.48548  0.112
H 18.08671 13.74153 10.15544  0.112
H 15.82947 14.05251 11.48171  0.108
H 16.72282 13.29104 12.80134  0.114
H 15.76127 11.60024 11.67097  0.054
H 19.74502 12.72716 11.13286  0.076
C 13.67137 10.08195 7.98940  -0.242
C 13.59795 9.18409 6.77766  -0.257
O 13.85933 9.72207 5.47613  -0.086
O 12.89840 11.24387 7.76492  -0.077
H 14.74239 10.42304 8.15711  0.140
H 13.33466 9.60860 8.93670  0.109
H 12.62932 8.66214 6.70834  0.113
H 14.27991 8.28222 6.89972  0.126
H 13.52711 10.66094 5.40932  0.106
H 12.01252 10.98626 7.96925  0.035
C 12.41246 14.03645 9.65433  -0.161
C 13.05589 12.90302 10.39074  -0.191
O 13.17254 13.22356 11.82940  -0.103
O 11.03683 14.31337 10.17936  -0.076
H 12.40550 13.81701 8.60114  0.109
H 12.89029 14.97417 9.87606  0.117
H 14.07405 12.72668 10.12150  0.102
H 12.50712 11.96420 10.32866  0.090
H 12.37374 13.65476 12.15136  0.053
H 10.49059 13.65146 9.76531  0.020
C 11.64269 10.47175 18.50689  -0.231
C 11.41906 9.41435 17.33897  -0.186
O 12.46477 9.51242 16.33415  -0.121
O 11.44026 11.78068 18.07884  -0.075
H 12.69028 10.28981 18.83883  0.130
H 10.92315 10.25729 19.29736  0.113
H 10.46079 9.49620 16.83477  0.109
H 11.42946 8.45945 17.82928  0.097
H 12.32516 10.37350 15.87340  0.065
H 12.27776 12.19099 17.77498  0.053
C 9.87671 11.04496 9.92648  -0.230
C 9.30256 11.56061 8.64703  -0.304
O 8.87322 10.58645 7.78911  -0.022
O 10.83478 10.08079 9.47364  -0.100
H 9.14360 10.56698 10.56931  0.115
H 10.22149 11.88159 10.50495  0.096
H 10.09688 12.20073 8.22486  0.117
H 8.46953 12.20020 8.93720  0.131
H 9.39685 9.77557 7.95509  0.103
H 11.36704 9.81678 10.27173  0.041
C 17.20828 10.88574 16.21369  -0.205
C 15.91377 10.90288 15.39324  -0.207
O 14.85136 10.98241 16.33903  -0.094
O 17.44400 9.73464 17.07554  -0.065
H 17.10986 11.73323 16.88764  0.117
H 18.05848 10.94363 15.54813  0.115
H 15.86013 10.01241 14.72997  0.116
H 15.90604 11.79035 14.75759  0.116
H 14.47467 10.10681 16.48175  0.071
H 17.21635 10.01724 17.95180  0.062
C 12.00881 5.55611 13.02310  -0.180
C 11.69164 5.94396 14.42433  -0.217
O 10.34768 5.59428 14.80930  -0.050
O 11.65648 6.46189 11.91713  -0.071
H 11.67537 4.54243 12.81215  0.131
H 13.08824 5.49349 12.96255  0.119
H 11.88342 7.01670 14.55397  0.114
H 12.47028 5.47258 15.03771  0.134
H 10.37123 5.80432 15.73812  0.098
H 10.71176 6.69064 11.99735  0.084
C 13.68789 9.27374 13.29771  -0.222
C 12.46739 9.73236 12.58030  -0.175
O 12.32259 9.04296 11.33576  -0.084
O 14.89537 9.65141 12.68659  -0.058
H 13.70241 8.19180 13.46001  0.130
H 13.74856 9.70491 14.26838  0.079
H 12.42375 10.76943 12.40017  0.100
H 11.56324 9.48296 13.14917  0.108
H 12.17924 8.12143 11.61091  0.054
H 14.85218 9.13925 11.87572  0.038
C 17.49432 7.63261 9.50688  -0.204
C 16.79097 8.20808 10.72801  -0.248
O 15.43948 7.93784 10.53481  -0.080
O 17.00973 6.32655 9.11793  -0.060
H 18.54156 7.52090 9.75613  0.111
H 17.44990 8.39852 8.69521  0.134
H 16.94251 9.25547 10.68314  0.107
H 17.18884 7.86060 11.64380  0.114
H 15.39922 6.95913 10.40580  0.115
H 16.55653 6.35806 8.28362  0.077
C 12.04466 13.48278 14.86537  -0.183
C 12.46881 14.15063 16.18127  -0.187
O 13.43767 13.41791 16.95645  -0.083
O 11.30230 12.23023 14.95741  -0.089
H 12.94680 13.19360 14.32130  0.110
H 11.43911 14.10568 14.25392  0.106
H 11.69641 14.52804 16.81403  0.116
H 13.01205 15.04284 15.98262  0.107
H 13.91343 12.72035 16.49552  0.049
H 10.62524 12.36234 15.64877  0.093

Of them, the most stable is version x and the least stable is version w.